(1)
This record from the OMol25 dataset describes 2 unconnected molecules or ions with the total composition CH4ClPS at a distorted geometry. The level of theory is ωB97M-V with the def2-TZVPD basis set.

Calculated values
Energy above the lowest of the compared OMol25 structures with the same formula, charge and spin in kJ/mol: 242.3
Calculated total energy in hartree: -1240.1413
Total charge: 0

Geometry (Å):
C1 -1.04285 -0.69967 0.63725
P1 1.76695 -0.38646 -0.43909
S1 -0.13699 -0.78613 -0.81265
Cl1 2.27287 -0.56960 -2.43481
H1 0.09107 2.29707 0.37523
H2 -0.66183 -0.22935 1.50062
H3 -1.86209 -1.41398 0.63137
H4 -0.42712 1.78813 0.54207

Forces on the atoms, in the same order (eV/Å):
0.4 -0.8 -2.2
1.1 0.3 0.1
-2.1 -0.6 1.1
0.3 0.2 -0.1
0.0 0.0 0.0
0.3 0.2 0.9
0.0 0.5 0.2
0.0 0.2 0.0


(2)
This record from the OMol25 dataset describes a single CH4F2Si molecule at a distorted geometry. The level of theory is ωB97M-V with the def2-TZVPD basis set.

Calculated values
Energy above the lowest of the compared OMol25 structures with the same formula, charge and spin in kJ/mol: 48.4
Calculated total energy in hartree: -529.8319
Total charge: 0

Geometry (Å):
C1 -0.92030 -0.04539 0.39559
Si1 0.73085 -0.05050 -0.45715
F1 1.69560 -1.01242 0.41696
F2 1.55670 1.35915 -0.20806
H1 -1.83543 -0.36477 0.00296
H2 -0.65680 -0.37455 1.39089
H3 -1.34138 1.06674 0.47288
H4 0.77077 -0.57826 -2.01406

Forces on the atoms, in the same order (eV/Å):
0.4 4.0 0.2
1.1 -0.1 -1.0
-0.6 0.0 -0.5
-1.2 -1.1 -0.7
-0.9 -1.8 -0.8
-0.5 -0.2 0.4
1.6 -1.7 0.2
0.0 1.0 2.2


(3)
This record from the OMol25 dataset describes 2 unconnected molecules or ions with the total composition CH4FINP at a distorted geometry. The level of theory is ωB97M-V with the def2-TZVPD basis set.

Calculated values
Expectation value of S²: 2.007
Energy above the lowest of the compared OMol25 structures with the same formula, charge and spin in kJ/mol: 118.0
Multiplicity: 3
Calculated total energy in hartree: -834.0330
Total charge: 0

Geometry (Å):
C1 -1.35078 0.38822 0.74706
N1 -1.74390 -0.35768 -0.39388
F1 0.63914 -1.11950 -1.19498
P1 -1.06997 -1.19100 -1.51703
I1 3.90850 0.89252 -0.52640
H1 -0.57659 0.01611 1.35606
H2 -1.23318 1.51255 0.52285
H3 -2.30831 0.51457 1.26661
H4 3.73510 -0.65580 -0.26028

Forces on the atoms, in the same order (eV/Å):
-2.3 1.5 -1.5
-0.6 4.0 4.6
-2.0 0.4 0.0
3.7 -3.7 -4.2
0.1 0.5 -0.1
0.9 -0.6 0.6
0.3 -1.4 -0.2
0.0 -0.2 0.7
-0.1 -0.5 0.1